Molecular formula: C32H49ClNO3OsPS
Method: DFT, ωB97M-V/def2-TZVPD

expectation value of S² = 6.04
ΔE to the lowest compared entry with this formula, charge and spin = 0.00 kcal per mole
2S+1 = 5
Kohn-Sham gap (spin up / spin down) = 5.404 / 6.807 eV
LUMO level (spin up / spin down) = 0.26 / -1.92 eV
total charge = 0

Last column: Mulliken charge in e.
Positions of all 89 atoms, in Å:
Os (0.27, -0.15, 0.08)  0.74
Cl (0.58, -0.60, 2.40)  -0.37
P (0.12, 0.55, -2.15)  0.00
C (-1.71, 0.46, 0.83)  -0.77
H (-2.34, -0.24, 1.38)  0.55
H (-2.29, 0.92, 0.02)  0.26
C (1.95, 0.80, -2.48)  -0.18
C (-0.74, 2.22, -2.31)  0.75
C (2.45, 0.91, -3.92)  -0.96
H (2.17, 1.77, -1.98)  0.41
C (3.93, 1.31, -3.90)  -0.88
H (2.33, -0.05, -4.44)  0.40
H (1.87, 1.66, -4.49)  0.11
C (4.79, 0.38, -3.04)  -0.83
H (4.31, 1.33, -4.93)  0.43
H (4.00, 2.33, -3.50)  0.39
C (4.20, 0.09, -1.65)  -0.75
H (4.91, -0.58, -3.57)  0.31
H (5.79, 0.80, -2.92)  0.46
C (2.72, -0.29, -1.73)  -0.29
H (4.75, -0.72, -1.16)  0.46
H (4.28, 0.97, -1.00)  0.27
H (2.62, -1.25, -2.27)  0.26
H (2.31, -0.44, -0.70)  0.00
C (-0.55, -0.48, -3.59)  0.19
C (-2.24, 2.10, -2.61)  -0.80
H (-0.63, 2.63, -1.29)  0.25
C (-2.93, 3.47, -2.54)  -0.97
H (-2.39, 1.67, -3.61)  0.25
H (-2.72, 1.40, -1.91)  0.32
C (-2.26, 4.51, -3.44)  -0.73
H (-3.98, 3.36, -2.81)  0.43
H (-2.89, 3.82, -1.50)  0.33
C (-0.74, 4.58, -3.27)  -1.04
H (-2.49, 4.28, -4.49)  0.32
H (-2.69, 5.50, -3.24)  0.39
C (-0.05, 3.20, -3.26)  -0.55
H (-0.30, 5.19, -4.06)  0.42
H (-0.50, 5.07, -2.31)  0.37
H (-0.05, 2.79, -4.29)  0.22
H (1.00, 3.34, -2.97)  0.20
C (0.17, -1.82, -3.76)  0.05
H (-1.59, -0.68, -3.26)  0.85
C (-0.57, -2.74, -4.74)  -0.85
H (1.19, -1.65, -4.13)  0.19
H (0.27, -2.34, -2.81)  -0.49
C (-0.83, -2.08, -6.10)  -0.77
H (0.00, -3.66, -4.87)  0.42
H (-1.54, -3.03, -4.29)  0.35
C (-1.39, -0.66, -5.97)  -1.04
H (0.11, -2.05, -6.66)  0.34
H (-1.53, -2.70, -6.67)  0.41
C (-0.63, 0.21, -4.96)  -0.49
H (-1.38, -0.17, -6.96)  0.41
H (-2.44, -0.72, -5.66)  0.38
H (0.39, 0.39, -5.34)  0.20
H (-1.11, 1.19, -4.90)  0.14
C (0.12, -2.12, -0.22)  1.28
C (-1.37, -1.61, -0.28)  0.68
H (0.56, -2.33, -1.19)  -0.32
C (-2.35, -2.41, 0.54)  -1.36
H (-1.75, -1.43, -1.30)  -0.65
C (-1.78, -2.83, 1.89)  -0.46
H (-3.30, -1.88, 0.66)  0.45
H (-2.58, -3.31, -0.05)  0.51
C (-0.55, -3.72, 1.74)  -0.87
H (-1.49, -1.93, 2.45)  0.26
H (-2.55, -3.36, 2.46)  0.45
C (0.52, -3.22, 0.76)  -0.94
H (-0.10, -3.86, 2.73)  0.29
H (-0.88, -4.72, 1.41)  0.38
H (1.41, -2.92, 1.33)  0.32
H (0.83, -4.07, 0.15)  0.40
O (-1.51, 1.56, 1.84)  -0.48
C (-0.36, 2.19, 1.71)  0.45
N (0.44, 1.84, 0.69)  -0.10
S (1.91, 2.76, 0.65)  0.82
O (3.05, 1.88, 0.82)  -0.67
O (1.86, 3.67, -0.47)  -0.63
C (1.49, 3.52, 2.16)  0.40
C (2.36, 4.27, 2.93)  -0.59
C (1.95, 4.66, 4.21)  -0.73
C (0.70, 4.26, 4.70)  -0.44
C (-0.17, 3.49, 3.93)  -0.69
C (0.23, 3.13, 2.63)  0.04
H (3.33, 4.54, 2.53)  0.44
H (2.62, 5.26, 4.83)  0.39
H (0.42, 4.55, 5.71)  0.37
H (-1.14, 3.16, 4.29)  0.49